A cluster of 12 separate species, C5H32N2O12 in total, computed with ωB97M-V/def2-TZVPD.

Cartesian coordinates (Å):
1 H 1.51122 3.46242 4.66179
2 H 0.73394 2.86311 5.86149
3 H 0.85896 -5.00144 -0.71264
4 C -2.73118 1.40633 0.59654
5 H 1.96698 0.30825 -3.17413
6 C -2.04790 0.25093 -0.07518
7 H 1.01462 3.93132 2.59535
8 H -1.36664 -0.79853 -3.76743
9 H -3.23623 -4.18101 -2.13904
10 H -1.40116 -1.74073 0.53439
11 H 0.43770 0.28006 -2.90974
12 O -1.72844 -2.36453 -4.14550
13 H 0.85392 -3.42720 -2.60270
14 C 2.16183 -0.19812 1.32798
15 O -3.71277 -3.45319 -2.55818
16 H 0.24525 -4.81312 -2.85805
17 O -2.08356 2.34082 0.98745
18 O -1.06096 0.16872 -3.65404
19 H 0.22864 -6.38828 -0.50383
20 H -0.08087 -0.71458 2.60946
21 H -3.82960 1.36303 0.72514
22 H 3.00524 0.30448 -0.39401
23 N 3.15602 0.12545 0.59432
24 H -2.70943 -0.26899 -0.79001
25 H -4.38829 -3.90260 -3.08249
26 H -1.10937 0.52438 -4.54749
27 H 1.46428 1.84763 -1.48490
28 H 2.27353 -0.33769 2.41786
29 O 1.46376 2.75889 -1.08193
30 H 0.77268 -0.09782 -0.14948
31 H -0.36640 2.56945 1.28549
32 H -1.21825 0.64277 -0.66371
33 H -0.36043 0.84822 1.83524
34 C -0.27339 -0.23486 1.65598
35 H -0.97193 -2.93527 -3.87082
36 H 2.15172 4.88009 3.14710
37 H 1.61136 1.43611 4.32304
38 O 1.28636 4.50147 3.35569
39 H 1.44870 1.48049 2.81740
40 O 1.57620 2.79199 5.38902
41 H -2.50909 -2.68310 -3.64295
42 N 0.90684 -0.48630 0.80288
43 O 1.54660 0.83813 3.54261
44 C -1.54357 -0.73630 0.97276
45 H 1.00704 2.74829 0.51945
46 O 0.43825 -5.72705 -1.17491
47 O 0.34430 -3.92062 -3.25119
48 O 1.32829 0.34426 -2.45267
49 O 0.59249 2.69104 1.42317
50 H -2.31802 -0.92365 1.73056
51 H 0.87116 3.27458 -1.63756

Energy relative to the best compared isomer or geometry (same formula, charge and spin)   0.00 kJ/mol
Calculated total energy   -33247.389 eV
Multiplicity   2
E_HOMO (alpha / beta)   -13.279 / -13.266 eV
Charge   +1
Maximum force   0.0619 hartree/bohr

***

A structure of composition C5H32NO12, computed with ωB97M-V/def2-TZVPD.

Cartesian coordinates (Å):
1 H -1.69232 -1.68300 -1.83386
2 H -1.44309 0.18589 0.36947
3 H -3.68712 -0.54118 -0.18435
4 H -1.23260 -1.00811 1.50125
5 H 4.45723 1.05751 -2.43623
6 H 2.34012 0.08865 0.70459
7 O 1.28672 1.57041 -0.41281
8 H -0.05107 -1.56988 -3.91806
9 H 5.21604 -0.99259 0.39385
10 H -4.05182 0.30681 2.22191
11 H 0.93035 2.12848 0.34129
12 H -3.24649 -2.96044 0.58334
13 O -0.37289 2.88228 1.04525
14 O -4.31405 2.09883 0.38685
15 H 2.16705 1.94938 -1.82963
16 O -1.88871 -1.26219 2.15788
17 H 5.50542 -0.58599 -1.15927
18 O -2.86486 -3.57548 1.23865
19 C -0.95227 -1.15777 -1.23975
20 H 2.74413 3.07626 -1.44157
21 H -3.67573 1.93337 -0.32235
22 H -2.74375 -0.57717 1.92422
23 H -1.00254 2.53577 0.40643
24 H -1.48371 -0.63722 2.83803
25 H -0.83029 -1.82058 -0.35996
26 O -3.16228 -0.28959 -0.97168
27 O -0.54237 0.88470 2.58770
28 O 1.39385 0.19548 3.90966
29 H -1.65896 1.00690 -1.22716
30 N 1.48116 -0.64056 -1.05026
31 C 0.29905 -0.65930 -1.96902
32 H -4.03073 1.35794 0.96476
33 C -1.80434 0.05750 -0.67492
34 H 1.55104 -1.01923 -3.70665
35 C 0.72768 -1.48310 -3.12240
36 O -3.69960 -0.47207 1.80479
37 H 1.10876 -2.48587 -3.12109
38 H -2.76486 -2.93108 1.99817
39 H 2.25881 0.13907 3.51802
40 H -0.75594 1.28315 3.44690
41 H -0.43955 2.14367 1.75478
42 H 3.46624 0.27428 -1.51618
43 C 1.40406 0.24583 0.09921
44 O 5.77306 -1.10960 -0.37685
45 O 4.24394 0.20392 -2.06459
46 H 1.64392 -1.58829 -0.74622
47 H 0.53889 0.52604 3.28336
48 O 2.98870 2.44481 -2.14776
49 H 0.39422 0.41741 -2.28360
50 H 0.47148 0.05596 0.63583

Energy relative to the best compared isomer or geometry (same formula, charge and spin)   485.86 kJ/mol
Calculated total energy   -31762.966 eV
Multiplicity   1
E_HOMO   -6.882 eV
Charge   -1
Maximum force   0.1604 hartree/bohr

***

A cluster of 11 separate species, C5H33N2O11 in total, computed with ωB97M-V/def2-TZVPD.

Cartesian coordinates (Å):
1 O -1.93243 -3.23821 2.16693
2 H 1.85441 1.53845 -4.63171
3 H -1.93497 1.56193 3.58116
4 H 4.36514 1.68488 2.39250
5 H 0.92430 -2.29208 -0.34892
6 H -2.80583 1.33121 2.27650
7 O 3.44703 1.63339 2.09388
8 H -2.54333 -2.85987 1.52520
9 O 1.93597 1.50743 -1.30102
10 H -0.31279 2.26590 -0.99615
11 O -2.06457 1.01441 2.80555
12 H -2.57820 0.35313 -1.40568
13 H 0.16698 -1.83981 -3.22141
14 H 0.72022 0.44846 -4.15506
15 H 0.55720 -1.06474 2.40391
16 H -0.95333 -0.17134 2.30484
17 C 2.47280 -1.09040 0.62524
18 O 0.64743 -1.54530 -4.00992
19 O -3.36231 2.79510 0.74650
20 H -1.58266 -2.74946 -2.68025
21 O -1.99234 -1.40619 -0.12113
22 H -3.20268 3.74608 0.65427
23 N -0.32890 -0.90505 1.90979
24 C -1.26082 -0.42491 -0.29664
25 O 1.02896 1.36094 -4.18077
26 H 1.05114 4.13809 -0.12191
27 O 1.82448 -1.44479 3.72913
28 H -1.19909 -2.58113 -1.24640
29 O -0.94553 -3.08943 -2.04069
30 C 1.12966 -1.25858 -0.09270
31 H -0.14433 1.13323 -2.36909
32 H -1.37686 -3.92762 1.78894
33 O 0.38189 3.53217 0.20652
34 H 2.00510 1.54668 -2.27212
35 H 1.77482 -2.23456 4.27951
36 H 0.85805 2.79258 0.60203
37 H 2.86244 1.67826 -1.07882
38 H -1.42958 2.25584 -2.31602
39 H 3.13998 -1.70328 0.01293
40 H 2.91262 -0.10184 0.56665
41 H 3.48067 2.18790 1.30408
42 H -0.85162 -1.78577 1.71447
43 H -2.53919 2.39483 0.44731
44 H 0.55277 0.56130 0.66705
45 N -1.68216 0.62418 -1.01466
46 H 1.18221 -2.26960 -4.34140
47 C 0.01899 -0.37434 0.51710
48 H 2.67982 -1.47900 3.29281
49 H 2.53576 -1.50567 1.62834
50 C -0.84075 1.60479 -1.67922
51 H 1.32708 -0.66385 -0.99561

Energy relative to the best compared isomer or geometry (same formula, charge and spin)   164.41 kJ/mol
Calculated total energy   -31218.342 eV
Multiplicity   1
E_HOMO   -13.212 eV
Charge   +1
Maximum force   0.0480 hartree/bohr

***

A cluster of 11 separate species, C5H33N2O11 in total, computed with ωB97M-V/def2-TZVPD.

Cartesian coordinates (Å):
1 O 0.72676 -0.89643 -0.11355
2 O 1.26814 2.61711 -0.36334
3 H -1.90716 2.13493 0.00030
4 C 1.25844 -1.59075 0.71960
5 H -0.40599 1.27577 0.12874
6 H 0.44091 -4.06095 0.91002
7 H 0.49381 -4.16339 -0.66711
8 O 1.39557 -3.70415 -2.25046
9 H 1.86499 1.89500 -0.22433
10 H 0.21007 3.32287 2.77280
11 H -0.25474 0.36352 2.07117
12 H -2.90516 0.08086 -0.93447
13 H 1.89825 0.33713 -4.02960
14 C 0.80853 -1.68022 2.15457
15 H 2.48911 -0.14417 -2.00418
16 H -1.93077 -3.78948 -0.92460
17 N -1.63946 -1.21313 1.72811
18 H -3.56979 3.04533 1.48340
19 H 1.27306 3.12739 0.52203
20 C -1.99431 0.07226 -0.27101
21 H 0.15853 3.39103 -3.31552
22 O 2.61425 0.93849 1.54179
23 O 2.94711 -0.40508 -1.19366
24 H -1.26124 -1.94284 1.01206
25 H 0.92175 1.27951 -3.34657
26 O -0.04260 2.77278 -2.64467
27 O -2.84474 3.24974 0.91269
28 O -0.00753 3.08975 1.89705
29 H 0.80391 -3.46772 -2.95133
30 H 0.51412 2.98842 -1.96667
31 O 0.08598 -3.82910 0.14226
32 H -0.63166 -0.71357 3.49750
33 O 1.29325 0.40625 -3.23448
34 H -1.26216 -0.81886 -0.47012
35 C -2.49693 -0.22634 1.08507
36 H 1.71110 -1.35433 2.95811
37 N -1.29978 1.37854 -0.39157
38 H 2.15873 -2.21277 0.45828
39 H -1.10248 1.72313 -1.37495
40 H 2.87414 1.90120 1.27224
41 H 3.10231 0.19399 1.09365
42 C -0.44790 -0.69524 2.40062
43 H -3.55713 -0.68516 1.05802
44 H -0.95631 3.21976 1.83132
45 H -2.85521 0.57768 1.80208
46 H 0.40563 -2.67442 2.59332
47 H -3.14722 3.88067 0.37503
48 O -1.94330 -2.85936 -1.11744
49 H 1.94372 -2.96689 -2.15935
50 H -1.09785 -2.60444 -1.14691
51 H 3.89925 -0.56434 -1.32597

Energy relative to the best compared isomer or geometry (same formula, charge and spin)   461.88 kJ/mol
Calculated total energy   -31215.259 eV
Multiplicity   1
E_HOMO   -11.105 eV
Charge   +1
Maximum force   0.1112 hartree/bohr

***

> energy relative to the best compared isomer or geometry (same formula, charge and spin) of number 2 (C5H32NO12)?

485.86 kJ/mol